(1)
Density functional theory data (ωB97M-V/def2-TZVPD) for a 2-piece molecular cluster, O5S2 overall in a non-equilibrium geometry.

Calculated values
**Electronic energy**: -31906.0363 eV
**Energy relative to the best compared isomer or geometry (same formula, charge and spin)**: 0.152 eV
**Spin multiplicity**: 1
**Highest occupied orbital energy**: -0.4402 hartree
**E_LUMO**: -1.99 eV
**Kohn-Sham gap**: 0.367 Eh

Each line ends with the Löwdin charge.
CARTESIAN COORDINATES (ANGSTROEM)
O -0.16 -0.50 0.92  -0.48
O -2.16 -1.85 1.45  -0.42
O 0.16 -0.02 -1.85  -0.23
O 2.18 1.13 -0.88  -0.24
O -0.06 1.89 -0.32  -0.24
S -0.73 -1.59 1.67  0.97
S 0.76 0.94 -0.99  0.65

***

(2)
Density functional theory data (ωB97M-V/def2-TZVPD) for one molecule with the formula CH3N3S in a non-equilibrium geometry.

Calculated values
**Electronic energy**: -16384.8062 eV
**Energy relative to the best compared isomer or geometry (same formula, charge and spin)**: 1.910 eV
**Spin multiplicity**: 3
**Highest occupied orbital energy (alpha / beta)**: -0.2460 / -0.3628 hartree
**E_LUMO (alpha / beta)**: -0.18 / -1.01 eV
**Kohn-Sham gap (alpha / beta)**: 0.239 / 0.326 Eh

Each line ends with the Löwdin charge.
CARTESIAN COORDINATES (ANGSTROEM)
C 1.85 0.26 0.40  -0.69
N 0.56 0.17 0.13  -0.14
N -0.38 -0.70 0.36  -0.06
N -1.73 -0.50 0.13  0.07
S 3.26 0.18 -0.31  0.60
H 0.15 1.10 0.02  0.13
H -1.85 -0.94 -0.72  0.05
H -1.85 0.43 -0.01  0.03

***

(3)
Density functional theory data (ωB97M-V/def2-TZVPD) for a 2-piece molecular cluster, C4H11NO2 overall in a non-equilibrium geometry.

Calculated values
**Electronic energy**: -9910.3910 eV
**Energy relative to the best compared isomer or geometry (same formula, charge and spin)**: 1.851 eV
**Spin multiplicity**: 1
**Highest occupied orbital energy**: -0.3527 hartree
**E_LUMO**: 0.67 eV
**Kohn-Sham gap**: 0.377 Eh

Each line ends with the Löwdin charge.
CARTESIAN COORDINATES (ANGSTROEM)
C 1.76 -0.70 0.91  0.02
C 0.43 -0.82 0.14  -0.51
O -0.29 -1.86 0.29  -0.03
N 0.03 0.24 -0.55  -0.16
C -1.26 0.05 -1.22  -0.04
C 0.69 1.43 -0.96  -0.04
H 2.42 -1.59 0.71  0.09
H 2.33 0.12 0.58  0.03
H 1.36 -0.74 2.05  0.15
H -2.08 -0.15 -0.50  0.08
H -1.25 -0.71 -1.97  0.09
H -1.58 1.07 -1.55  0.10
H 1.17 1.02 -1.95  0.14
H 0.12 2.30 -1.27  0.08
H 1.37 1.68 -0.17  0.07
O -2.05 -0.27 1.68  -0.13
H -1.85 -0.25 2.63  0.03
H -1.32 -0.81 1.17  0.03

***

(4)
Density functional theory data (ωB97M-V/def2-TZVPD) for C3H3N3O2 as an isolated structure in a non-equilibrium geometry.

Calculated values
**Electronic energy**: -11722.9439 eV
**Energy relative to the best compared isomer or geometry (same formula, charge and spin)**: 3.013 eV
**Spin multiplicity**: 1
**Highest occupied orbital energy**: -0.3314 hartree
**E_LUMO**: -1.04 eV
**Kohn-Sham gap**: 0.293 Eh

Each line ends with the Löwdin charge.
CARTESIAN COORDINATES (ANGSTROEM)
C -1.72 -0.55 -0.06  -0.09
C -0.42 -0.08 0.01  -0.37
C 1.61 0.12 -0.10  -0.51
H -2.46 1.19 0.11  0.15
H -2.02 -1.61 0.04  0.15
H 3.10 -1.08 0.20  0.16
N -0.17 1.32 0.06  0.07
N 1.15 1.43 -0.10  0.09
N 0.72 -0.85 -0.03  0.16
O -2.71 0.25 -0.09  0.10
O 2.91 -0.13 -0.05  0.08

***

(5)
Density functional theory data (ωB97M-V/def2-TZVPD) for an isolated ion of composition C8H13N2O5 and charge +1 in a non-equilibrium geometry.

Calculated values
**Electronic energy**: -21713.5029 eV
**Energy relative to the best compared isomer or geometry (same formula, charge and spin)**: 0.000 eV
**Spin multiplicity**: 1
**Net charge**: +1
**Highest occupied orbital energy**: -0.4971 hartree
**E_LUMO**: -3.51 eV
**Kohn-Sham gap**: 0.368 Eh

Each line ends with the Löwdin charge.
CARTESIAN COORDINATES (ANGSTROEM)
C -4.31 -0.24 -1.05  0.07
C -2.86 -0.22 -0.90  -0.34
N -2.22 0.64 -0.16  0.25
C -0.83 0.27 -0.15  -0.25
C -0.53 -1.09 0.27  -0.20
O 0.72 -1.37 0.77  0.00
C 1.70 -0.33 1.10  -0.14
C 2.98 -1.23 0.97  -0.14
O 4.12 -0.52 0.53  -0.03
C 1.62 0.96 0.25  -0.25
O 2.16 0.77 -1.04  -0.02
C 0.16 1.45 -0.01  -0.14
O -0.56 2.20 1.05  -0.02
N -0.71 -0.82 -1.14  0.20
O -2.07 -1.04 -1.49  0.14
H -4.52 0.50 -1.89  0.15
H -4.78 -1.27 -1.38  0.16
H -4.62 0.19 -0.10  0.10
H -2.51 1.35 0.48  0.18
H -1.33 -1.71 0.75  0.20
H 1.48 -0.14 2.09  0.13
H 2.65 -1.84 0.23  0.10
H 3.29 -1.73 1.87  0.14
H 4.80 -1.15 0.38  0.09
H 2.09 1.83 0.83  0.19
H 3.15 0.53 -0.97  0.14
H 0.28 2.04 -0.98  0.19
H 0.11 2.62 1.62  0.11

***

(6)
Density functional theory data (ωB97M-V/def2-TZVPD) for C3H4HoLiO3 as an isolated structure in a non-equilibrium geometry.

Calculated values
**Electronic energy**: -35303.2892 eV
**Energy relative to the best compared isomer or geometry (same formula, charge and spin)**: 0.786 eV
**Spin multiplicity**: 5
**Net charge**: +2
**Highest occupied orbital energy (alpha / beta)**: -0.6313 / -0.6312 hartree
**E_LUMO (alpha / beta)**: -10.08 / -9.94 eV
**Kohn-Sham gap (alpha / beta)**: 0.261 / 0.266 Eh

Each line ends with the Löwdin charge.
CARTESIAN COORDINATES (ANGSTROEM)
O -0.58 -0.97 0.66  0.11
C -1.50 -0.06 0.34  -0.70
C 0.78 -0.69 0.53  -0.21
O -2.69 -0.37 0.40  0.09
O -1.13 1.06 -0.18  -0.28
C 1.42 -0.83 -0.67  -0.04
H 1.29 -0.58 1.49  0.13
H 1.43 1.21 0.93  0.00
H 0.93 -1.34 -1.51  0.11
H 2.51 -0.71 -0.66  0.10
Ho 0.71 1.88 -0.95  1.84
Li -3.17 1.39 -0.38  0.87

***

(7)
Density functional theory data (ωB97M-V/def2-TZVPD) for one molecule with the formula BrClFNO in a non-equilibrium geometry.

Calculated values
**Electronic energy**: -88811.2404 eV
**Energy relative to the best compared isomer or geometry (same formula, charge and spin)**: 5.251 eV
**Spin multiplicity**: 1
**Highest occupied orbital energy (alpha / beta)**: -0.3741 / -0.3608 hartree
**E_LUMO (alpha / beta)**: -1.62 / -2.18 eV
**Kohn-Sham gap (alpha / beta)**: 0.314 / 0.281 Eh

Each line ends with the Löwdin charge.
CARTESIAN COORDINATES (ANGSTROEM)
N 0.97 0.67 0.87  -0.51
O -1.80 -1.64 0.09  -0.67
F 0.85 2.04 0.78  -0.18
Cl -1.13 -0.94 -1.14  0.51
Br 1.11 -0.13 -0.60  0.85

***

(8)
Density functional theory data (ωB97M-V/def2-TZVPD) for C24H44Cl3N2O4PbSi as an isolated structure in a non-equilibrium geometry.

Calculated values
**Electronic energy**: -87470.3884 eV
**Energy relative to the best compared isomer or geometry (same formula, charge and spin)**: 0.691 eV
**Spin multiplicity**: 1
**Net charge**: -1
**Highest occupied orbital energy**: -0.1836 hartree
**E_LUMO**: 2.35 eV
**Kohn-Sham gap**: 0.270 Eh

Each line ends with the Löwdin charge.
CARTESIAN COORDINATES (ANGSTROEM)
C -1.69 -2.00 -3.11  -0.05
C -1.22 -2.87 -1.99  -0.22
H -1.98 -2.57 -3.99  0.06
H -0.89 -1.29 -3.35  0.07
H -2.55 -1.41 -2.76  0.08
C -0.83 -4.14 -2.10  -0.13
C -0.77 -4.91 -3.38  -0.11
H -0.58 -4.70 -1.19  0.10
H -0.63 -4.24 -4.24  0.06
H -1.66 -5.52 -3.58  0.07
H 0.08 -5.60 -3.37  0.06
Pb 0.24 1.12 -0.51  0.97
Cl -2.44 1.07 -0.07  -0.23
Cl 1.83 1.30 -2.75  -0.12
H 0.57 5.60 4.33  0.09
H -1.71 6.46 3.31  0.09
C 0.79 5.23 3.32  -0.04
C -1.33 6.03 2.37  -0.06
N -0.46 4.90 2.64  -0.20
H 1.42 4.35 3.38  0.09
C -0.76 3.64 2.29  -0.32
O 0.02 2.67 2.38  -0.07
H -2.18 5.71 1.76  0.09
H -1.78 3.52 1.87  0.13
H 1.30 6.03 2.76  0.09
H -0.77 6.81 1.84  0.09
H 2.07 -1.39 -2.76  0.05
H 1.79 -3.92 -1.34  0.07
C 3.09 -1.46 -2.35  -0.12
C 2.87 -3.66 -1.25  -0.05
N 3.05 -2.22 -1.12  -0.18
H 3.46 -0.47 -2.16  0.01
C 3.02 -1.59 0.07  -0.35
O 2.94 -0.36 0.23  -0.08
H 3.29 -4.19 -0.39  0.09
H 3.10 -2.29 0.94  0.13
H 3.72 -1.99 -3.08  0.08
H 3.37 -3.99 -2.17  0.08
O -0.02 -1.20 -0.86  -0.40
C -1.08 -2.04 -0.70  -0.47
C 0.20 -3.38 1.04  -0.06
C -1.02 -2.95 0.53  -0.18
H 1.13 -2.94 0.66  0.08
C 0.24 -4.40 1.99  -0.10
H -2.00 -1.43 -0.61  0.06
C -2.20 -3.49 1.01  -0.04
H 1.22 -4.76 2.33  0.10
C -0.95 -4.98 2.45  -0.12
C -2.18 -4.52 1.97  -0.10
H -3.14 -3.12 0.59  0.12
H -0.90 -5.79 3.19  0.09
H -3.12 -4.96 2.31  0.09
Si -0.66 3.71 -3.25  0.12
Cl -1.35 1.70 -3.47  0.25
C 1.17 4.19 -3.24  -0.30
C -1.76 4.25 -1.85  -0.25
C -1.18 4.61 -4.82  -0.24
H 1.77 3.80 -2.39  -0.03
H 1.27 5.29 -3.24  0.03
H 1.63 3.83 -4.17  0.02
H -0.49 4.39 -5.65  0.03
H -1.13 5.69 -4.62  0.03
H -2.19 4.36 -5.15  0.02
H -1.79 3.54 -1.01  -0.06
H -2.80 4.33 -2.22  0.04
H -1.44 5.24 -1.49  0.03
C -0.24 0.06 4.58  -0.16
C 1.15 -0.59 4.62  -0.15
C 1.44 -0.98 3.17  -0.20
O 0.25 -0.81 2.38  -0.18
C -0.83 -0.44 3.26  -0.20
H -0.86 -0.19 5.44  0.10
H -0.12 1.15 4.52  0.09
H 1.13 -1.49 5.25  0.10
H 1.92 0.09 5.02  0.10
H 2.23 -0.36 2.70  0.11
H 1.74 -2.04 3.09  0.10
H -1.42 -1.35 3.45  0.12
H -1.43 0.31 2.73  0.09